Formula: C50H49MnN6S2Sb
Source: the Open Molecules 2025 dataset
Level of theory: ωB97M-V with the def2-TZVPD basis set

Atoms and positions in Å:
Mn 0.761 -0.657 0.517
C 1.414 1.343 4.335
C 1.619 0.714 3.096
N 0.657 0.128 2.423
C -0.611 0.132 2.935
C -0.906 0.743 4.171
C 0.160 1.353 4.870
C -2.237 0.738 4.651
C -3.209 0.155 3.892
C -2.932 -0.451 2.650
C -1.643 -0.487 2.135
N -1.194 -0.945 0.930
C -1.852 -1.733 0.031
C -3.063 -2.405 0.150
C -3.597 -3.154 -0.919
C -2.965 -3.256 -2.124
C -1.692 -2.654 -2.278
C -0.922 -2.771 -3.457
C 0.336 -2.246 -3.498
C 0.850 -1.613 -2.353
N 0.156 -1.467 -1.254
C -1.126 -1.939 -1.206
H 2.250 1.809 4.840
H 2.601 0.698 2.634
H -0.039 1.831 5.822
H -2.464 1.204 5.602
H -4.236 0.164 4.239
H -3.763 -0.832 2.081
H -3.609 -2.395 1.077
H -4.550 -3.648 -0.771
H -3.398 -3.810 -2.948
H -1.340 -3.293 -4.310
H 0.952 -2.325 -4.384
H 1.858 -1.218 -2.331
S 2.285 3.502 0.277
C 0.566 3.701 0.289
C 0.039 5.049 0.442
C -1.229 5.458 0.465
C -2.499 4.672 0.337
C -1.491 2.240 -0.105
C -0.035 2.487 0.098
N 0.853 1.423 0.016
C 2.105 1.820 0.040
C 3.192 0.852 -0.055
C 4.517 1.235 -0.275
C 5.490 0.259 -0.391
C 5.119 -1.080 -0.294
C 3.793 -1.431 -0.070
C 2.767 -0.483 0.079
H 0.801 5.816 0.547
H -1.382 6.529 0.574
H -3.171 5.093 1.096
H -1.674 1.247 0.314
H 4.786 2.284 -0.367
H 6.524 0.531 -0.561
H 5.878 -1.850 -0.390
H 3.559 -2.493 -0.002
S 3.204 -6.538 2.375
C 2.348 -5.018 2.015
C 2.695 -3.835 2.650
C 2.083 -2.663 2.253
N 1.155 -2.600 1.290
C 0.773 -3.756 0.745
C 1.340 -4.979 1.066
C 4.853 -5.971 1.998
C 5.136 -5.378 0.774
C 6.428 -4.938 0.539
N 7.425 -5.067 1.415
C 7.143 -5.653 2.574
C 5.878 -6.116 2.919
H 3.460 -3.814 3.415
H 2.370 -1.723 2.700
H -0.002 -3.704 -0.008
H 1.021 -5.877 0.554
H 4.365 -5.252 0.025
H 6.677 -4.463 -0.404
H 7.965 -5.750 3.276
H 5.697 -6.568 3.885
C -3.827 2.588 0.733
C -2.419 3.177 0.688
C -3.147 4.967 -1.019
Sb -1.601 1.538 -2.239
C -3.673 1.329 -2.912
C -4.567 2.542 -3.131
C -4.386 0.233 -2.123
C -1.145 3.212 -3.559
C -0.862 2.587 -4.926
C 0.032 4.052 -3.083
H -4.466 3.155 1.415
H -3.799 1.554 1.079
H -4.291 2.600 -0.252
H -2.027 3.139 1.714
H -4.222 4.783 -1.000
H -2.707 4.347 -1.795
H -2.993 6.010 -1.301
H -3.438 0.921 -3.905
H -4.877 3.004 -2.195
H -5.481 2.232 -3.652
H -4.089 3.312 -3.740
H -4.684 0.587 -1.134
H -3.757 -0.647 -1.980
H -5.294 -0.088 -2.644
H -2.028 3.846 -3.652
H 0.019 1.939 -4.888
H -0.668 3.367 -5.671
H -1.699 1.985 -5.289
H 0.922 3.435 -2.922
H -0.188 4.571 -2.150
H 0.289 4.808 -3.834

Summary:
ΔE to the lowest compared entry with this formula, charge and spin = 12.88 kcal per mole
Charge = 0
Largest force on an atom = 0.42 eV/Å
Multiplicity = 2
HOMO energy (alpha / beta) = -0.2393 / -0.2362 Ha
Kohn-Sham gap (alpha / beta) = 6.63 / 6.52 eV
M = 974.816 g mol⁻¹
Lowest unoccupied orbital energy (alpha / beta) = 0.120 / 0.092 eV

Results of the Löwdin charge analysis, in e, for atoms 1 through 99: 0.507 -0.037 -0.115 0.050 -0.115 -0.157 -0.010 -0.058 -0.085 -0.037 -0.206 0.002 -0.224 -0.022 -0.093 -0.068 -0.177 -0.010 -0.041 -0.110 0.023 -0.210 0.107 0.116 0.117 0.106 0.105 0.083 0.084 0.106 0.108 0.118 0.106 0.114 1.134 -0.467 -0.125 -0.068 -0.325 -0.307 -0.356 0.026 -0.546 -0.270 -0.063 -0.099 -0.093 -0.118 -0.147 0.097 0.111 0.139 0.049 0.094 0.097 0.086 0.079 0.999 -0.526 -0.053 -0.106 0.033 -0.075 -0.059 -0.528 -0.079 -0.141 0.063 -0.143 -0.085 0.120 0.103 0.110 0.111 0.111 0.105 0.106 0.103 -0.051 -0.327 -0.044 1.611 -0.575 -0.143 -0.151 -0.604 -0.178 -0.141 0.092 0.064 0.046 0.150 0.073 0.038 0.087 0.065 0.044 0.079 0.060

Formula: C50H50Br2F7NO2P
Source: the Open Molecules 2025 dataset
Level of theory: ωB97M-V with the def2-TZVPD basis set

Atoms and positions in Å:
C 1.532 -2.638 1.482
C 1.204 -3.877 2.468
P 2.423 -4.081 3.893
C 1.577 -5.304 5.091
C 4.080 -4.881 3.281
Br 4.476 -6.311 4.668
N 5.063 -3.784 3.272
C 6.209 -3.990 2.354
C 7.201 -5.210 2.794
C 7.794 -4.962 4.260
Br 8.780 -5.049 1.533
C 3.764 -5.552 1.863
O 3.622 -4.942 0.754
O 3.593 -6.941 1.864
H 2.660 -2.513 1.340
H 1.098 -2.902 0.444
H 1.012 -1.659 1.791
H 1.052 -4.832 1.838
H 0.177 -3.631 2.946
H 0.492 -4.966 5.307
H 1.516 -6.357 4.633
H 2.094 -5.371 6.106
H 5.378 -3.571 4.229
H 6.873 -3.046 2.456
H 5.934 -4.034 1.242
H 6.714 -6.232 2.640
H 8.816 -5.504 4.313
H 7.170 -5.394 5.111
H 7.984 -3.858 4.514
F -0.357 -1.114 -0.508
C -1.292 -1.634 -1.316
C -2.525 -1.009 -1.421
C -3.494 -1.545 -2.263
C -3.223 -2.706 -2.982
C -1.983 -3.329 -2.866
C -1.009 -2.787 -2.032
H -2.721 -0.111 -0.847
H -4.459 -1.059 -2.358
H -3.982 -3.126 -3.635
H -1.776 -4.235 -3.423
H -0.035 -3.254 -1.936
F -6.314 -2.240 -4.401
C -7.265 -1.453 -3.874
C -7.705 -0.348 -4.585
C -8.694 0.465 -4.040
C -9.224 0.169 -2.786
C -8.770 -0.941 -2.079
C -7.789 -1.761 -2.628
H -7.275 -0.129 -5.555
H -9.051 1.329 -4.591
H -9.992 0.806 -2.360
H -9.181 -1.168 -1.101
H -7.431 -2.634 -2.096
F 8.325 -1.440 1.742
C 7.854 -0.361 1.101
C 7.551 0.783 1.824
C 7.067 1.904 1.158
C 6.881 1.865 -0.222
C 7.183 0.709 -0.936
C 7.677 -0.409 -0.272
H 7.695 0.792 2.898
H 6.835 2.806 1.713
H 6.498 2.738 -0.740
H 7.033 0.678 -2.010
H 7.926 -1.314 -0.814
F -5.985 3.806 -0.364
C -5.014 3.506 0.515
C -4.890 4.255 1.675
C -3.887 3.940 2.587
C -3.014 2.887 2.324
C -3.146 2.146 1.153
C -4.155 2.453 0.246
H -5.573 5.076 1.859
H -3.786 4.515 3.502
H -2.230 2.645 3.033
H -2.463 1.329 0.947
H -4.278 1.881 -0.666
F -0.560 -3.841 -5.262
C 0.038 -2.899 -6.008
C -0.048 -2.969 -7.389
C 0.568 -1.989 -8.162
C 1.271 -0.958 -7.544
C 1.355 -0.902 -6.156
C 0.730 -1.874 -5.382
H -0.593 -3.783 -7.852
H 0.500 -2.030 -9.244
H 1.755 -0.197 -8.148
H 1.906 -0.100 -5.676
H 0.777 -1.841 -4.300
F -11.303 4.386 -0.455
C -10.455 5.206 -1.097
C -10.959 6.287 -1.804
C -10.080 7.140 -2.465
C -8.710 6.896 -2.419
C -8.216 5.805 -1.710
C -9.093 4.958 -1.040
H -12.029 6.456 -1.835
H -10.463 7.993 -3.015
H -8.025 7.560 -2.939
H -7.149 5.614 -1.679
H -8.725 4.109 -0.476
F 7.952 4.164 3.674
C 7.008 4.953 4.210
C 6.561 6.056 3.500
C 5.578 6.871 4.053
C 5.062 6.579 5.314
C 5.523 5.471 6.019
C 6.498 4.649 5.462
H 6.980 6.272 2.525
H 5.215 7.733 3.504
H 4.299 7.218 5.746
H 5.123 5.247 7.002
H 6.862 3.778 5.993

Summary:
ΔE to the lowest compared entry with this formula, charge and spin = 68.94 kcal per mole
Charge = -1
Largest force on an atom = 6.92 eV/Å
Multiplicity = 1
HOMO energy = -0.1590 Ha
Kohn-Sham gap = 6.02 eV
M = 1020.723 g mol⁻¹
Lowest unoccupied orbital energy = 1.695 eV

Results of the Löwdin charge analysis, in e, for atoms 1 through 99: -0.186 -0.445 0.899 -0.407 -0.812 0.653 -0.104 -0.279 -0.646 -0.204 0.556 -0.645 -0.084 -0.250 0.063 0.055 0.062 0.089 0.073 0.035 0.034 0.007 0.091 0.093 0.119 0.089 0.059 0.028 0.084 0.057 -0.280 -0.015 -0.080 -0.088 -0.084 -0.014 0.085 0.094 0.091 0.097 0.123 0.057 -0.295 -0.019 -0.084 -0.099 -0.083 -0.019 0.116 0.104 0.099 0.105 0.119 0.040 -0.283 -0.011 -0.085 -0.104 -0.087 -0.010 0.116 0.089 0.096 0.102 0.120 0.049 -0.285 -0.022 -0.084 -0.089 -0.073 -0.014 0.114 0.104 0.105 0.097 0.109 0.055 -0.276 -0.020 -0.091 -0.104 -0.080 -0.005 0.114 0.101 0.097 0.106 0.112 0.058 -0.290 -0.024 -0.089 -0.098 -0.080 -0.014 0.114 0.102 0.100